(w)
The following is a DFT calculation (the ωB97M-V functional and the def2-TZVPD basis) of one molecule with the formula C22H24N2O4.

**Total charge**: 0
**Spin multiplicity**: 1
**Structure (SMILES)**: CCOc1ccc([C@@H](C)NC(=O)c2cc(=O)[nH]c3ccccc23)cc1OCC

Bonds (Å) are listed after each position.
CARTESIAN COORDINATES (ANGSTROEM)
1 C -5.840 -0.532 1.294  C2 1.526, H50 1.087, H51 1.087, H52 1.087
2 C -4.745 0.328 1.920  C1 1.526, H3 1.094, H4 1.097, O5 1.412
3 H -5.168 1.281 2.250  C2 1.094
4 H -4.305 -0.173 2.791  C2 1.097
5 O -3.744 0.696 0.995  C2 1.412, C6 1.360
6 C -2.817 -0.218 0.604  O5 1.360, C7 1.384, C11 1.415
7 C -2.653 -1.490 1.124  C6 1.384, C8 1.389, H49 1.078
8 C -1.632 -2.318 0.675  C7 1.389, C9 1.380, H48 1.079
9 C -0.773 -1.899 -0.320  C8 1.380, C10 1.396, C21 1.514
10 C -0.942 -0.626 -0.865  C9 1.396, C11 1.382, H20 1.079
11 C -1.934 0.222 -0.411  C6 1.415, C10 1.382, O12 1.360
12 O -2.142 1.490 -0.856  C11 1.360, C13 1.411
13 C -1.257 2.034 -1.811  O12 1.411, C14 1.521, H18 1.100, H19 1.100
14 C -1.666 3.480 -2.043  C13 1.521, H15 1.086, H16 1.086, H17 1.086
15 H -2.690 3.521 -2.402  C14 1.086
16 H -1.009 3.939 -2.777  C14 1.086
17 H -1.605 4.035 -1.111  C14 1.086
18 H -1.317 1.468 -2.752  C13 1.100
19 H -0.222 1.990 -1.439  C13 1.100
20 H -0.276 -0.294 -1.647  C10 1.079
21 C 0.383 -2.766 -0.772  C9 1.514, N22 1.455, C43 1.525, H47 1.094
22 N 1.625 -2.019 -0.641  C21 1.455, C23 1.353, H42 1.008
23 C 2.372 -2.034 0.487  N22 1.353, O24 1.210, C25 1.507
24 O 2.231 -2.828 1.389  C23 1.210
25 C 3.418 -0.950 0.481  C23 1.507, C26 1.349, C35 1.440
26 C 4.723 -1.241 0.298  C25 1.349, C27 1.454, H41 1.079
27 C 5.747 -0.210 0.249  C26 1.454, O28 1.215, N29 1.384
28 O 6.935 -0.397 0.074  C27 1.215
29 N 5.262 1.077 0.397  C27 1.384, C30 1.366, H40 1.014
30 C 3.958 1.423 0.611  N29 1.366, C31 1.398, C35 1.409
31 C 3.581 2.760 0.766  C30 1.398, C32 1.377, H39 1.080
32 C 2.261 3.083 0.990  C31 1.377, C33 1.394, H38 1.080
33 C 1.294 2.083 1.078  C32 1.394, C34 1.376, H37 1.079
34 C 1.650 0.763 0.924  C33 1.376, C35 1.401, H36 1.079
35 C 2.981 0.409 0.670  C25 1.440, C30 1.409, C34 1.401
36 H 0.902 -0.011 1.009  C34 1.079
37 H 0.265 2.343 1.272  C33 1.079
38 H 1.976 4.117 1.108  C32 1.080
39 H 4.335 3.531 0.714  C31 1.080
40 H 5.957 1.814 0.365  N29 1.014
41 H 5.060 -2.258 0.170  C26 1.079
42 H 1.779 -1.280 -1.308  N22 1.008
43 C 0.213 -3.250 -2.209  C21 1.525, H44 1.087, H45 1.088, H46 1.087
44 H 1.062 -3.862 -2.503  C43 1.087
45 H 0.134 -2.406 -2.891  C43 1.088
46 H -0.694 -3.843 -2.290  C43 1.087
47 H 0.474 -3.622 -0.096  C21 1.094
48 H -1.510 -3.294 1.117  C8 1.079
49 H -3.304 -1.853 1.903  C7 1.078
50 H -5.437 -1.474 0.933  C1 1.087
51 H -6.284 -0.004 0.453  C1 1.087
52 H -6.612 -0.736 2.031  C1 1.087

---

(x)
The following is a DFT calculation (the ωB97M-V functional and the def2-TZVPD basis) of one molecule with the formula C22H24N2O4.

**Total charge**: 0
**Spin multiplicity**: 1
**Structure (SMILES)**: CCOc1ccc(N(Cc2cc3ccc(C)cc3[nH]c2=O)C(=O)COC)cc1

Bonds (Å) are listed after each position.
CARTESIAN COORDINATES (ANGSTROEM)
1 C 0.483 -5.492 -0.563  C2 1.526, H50 1.087, H51 1.087, H52 1.087
2 C -0.991 -5.325 -0.922  C1 1.526, O3 1.414, H48 1.094, H49 1.097
3 O -1.302 -4.004 -1.322  C2 1.414, C4 1.360
4 C -1.333 -3.011 -0.394  O3 1.360, C5 1.397, C9 1.392
5 C -1.418 -1.714 -0.904  C4 1.397, C6 1.377, H47 1.079
6 C -1.441 -0.625 -0.062  C5 1.377, C7 1.390, H46 1.079
7 C -1.395 -0.811 1.315  C6 1.390, C8 1.386, N12 1.422
8 C -1.335 -2.097 1.828  C7 1.386, C9 1.382, H11 1.080
9 C -1.306 -3.192 0.986  C4 1.392, C8 1.382, H10 1.078
10 H -1.250 -4.177 1.422  C9 1.078
11 H -1.297 -2.244 2.897  C8 1.080
12 N -1.292 0.300 2.195  C7 1.422, C13 1.347, C23 1.461
13 C -2.259 1.212 2.415  N12 1.347, O14 1.219, C15 1.532
14 O -2.079 2.218 3.080  C13 1.219
15 C -3.617 0.902 1.776  C13 1.532, O16 1.411, H21 1.099, H22 1.092
16 O -3.693 1.389 0.454  C15 1.411, C17 1.409
17 C -3.753 2.795 0.377  O16 1.409, H18 1.097, H19 1.094, H20 1.088
18 H -4.657 3.175 0.867  C17 1.097
19 H -2.881 3.266 0.841  C17 1.094
20 H -3.781 3.041 -0.683  C17 1.088
21 H -4.396 1.364 2.400  C15 1.099
22 H -3.780 -0.176 1.711  C15 1.092
23 C 0.058 0.539 2.701  N12 1.461, C24 1.502, H44 1.092, H45 1.093
24 C 0.961 0.860 1.544  C23 1.502, C25 1.352, C33 1.460
25 C 0.999 2.089 0.982  C24 1.352, C26 1.426, H43 1.082
26 C 1.778 2.360 -0.181  C25 1.426, C27 1.400, C31 1.408
27 C 1.847 3.620 -0.788  C26 1.400, C28 1.373, H42 1.080
28 C 2.608 3.813 -1.914  C27 1.373, C29 1.401, H41 1.080
29 C 3.332 2.757 -2.483  C28 1.401, C30 1.380, C37 1.497
30 C 3.272 1.509 -1.897  C29 1.380, C31 1.396, H36 1.081
31 C 2.504 1.297 -0.750  C26 1.408, C30 1.396, N32 1.367
32 N 2.442 0.068 -0.156  C31 1.367, C33 1.378, H35 1.013
33 C 1.717 -0.252 0.972  C24 1.460, N32 1.378, O34 1.219
34 O 1.747 -1.387 1.415  C33 1.219
35 H 2.962 -0.697 -0.571  N32 1.013
36 H 3.823 0.681 -2.321  C30 1.081
37 C 4.152 2.999 -3.712  C29 1.497, H38 1.089, H39 1.089, H40 1.087
38 H 4.891 3.777 -3.525  C37 1.089
39 H 3.515 3.337 -4.528  C37 1.089
40 H 4.668 2.095 -4.024  C37 1.087
41 H 2.656 4.789 -2.375  C28 1.080
42 H 1.291 4.438 -0.355  C27 1.080
43 H 0.420 2.894 1.414  C25 1.082
44 H -0.006 1.372 3.404  C23 1.092
45 H 0.416 -0.365 3.200  C23 1.093
46 H -1.493 0.375 -0.466  C6 1.079
47 H -1.448 -1.587 -1.975  C5 1.079
48 H -1.236 -5.935 -1.795  C2 1.094
49 H -1.635 -5.641 -0.092  C2 1.097
50 H 0.674 -6.519 -0.264  C1 1.087
51 H 1.101 -5.254 -1.424  C1 1.087
52 H 0.760 -4.827 0.251  C1 1.087

---

Which is most stable? The ranking, best first, is (w), (x).

---

(w)
The following is a DFT calculation (the ωB97M-V functional and the def2-TZVPD basis) of one molecule with the formula C10H18N2O5.

**Total charge**: 0
**Spin multiplicity**: 1
**Structure (SMILES)**: CC[C@H](C)[C@H](N)C(=O)N[C@@H](CC(=O)O)C(=O)O

Bonds (Å) are listed after each position.
CARTESIAN COORDINATES (ANGSTROEM)
1 C -1.121 -0.330 1.144  C2 1.553, C3 1.530, H13 1.050, N29 1.451
2 C -0.183 -1.177 0.242  C1 1.553, N30 1.478, O31 1.198
3 C -2.249 0.352 0.368  C1 1.530, C4 1.550, C5 1.615, H14 1.179
4 C -1.900 1.604 -0.476  C3 1.550, H15 1.092, H16 1.006, H17 1.151
5 C -3.177 -0.749 -0.364  C3 1.615, C6 1.579, H18 1.129, H19 1.103
6 C -3.240 -1.027 -1.917  C5 1.579, H20 1.158, H21 1.194, H22 1.123
7 C 1.723 0.490 0.478  C8 1.611, C9 1.618, H24 1.108, N30 1.472
8 C 2.425 1.353 -0.687  C7 1.611, O32 1.170, O35 1.346
9 C 3.093 -0.239 0.937  C7 1.618, C10 1.410, H25 1.038, H26 1.038
10 C 3.533 -1.183 -0.014  C9 1.410, O33 1.175, O34 1.328
11 H -0.914 1.415 2.183  N29 1.033
12 H -0.530 0.144 3.064  N29 0.942
13 H -1.604 -1.107 1.660  C1 1.050
14 H -2.976 0.701 1.229  C3 1.179
15 H -2.790 1.868 -1.050  C4 1.092
16 H -1.290 1.245 -1.190  C4 1.006
17 H -1.420 2.387 0.217  C4 1.151
18 H -4.213 -0.319 -0.234  C5 1.129
19 H -2.979 -1.655 0.232  C5 1.103
20 H -4.184 -1.646 -2.179  C6 1.158
21 H -2.467 -1.724 -2.501  C6 1.194
22 H -3.220 -0.080 -2.520  C6 1.123
23 H 1.463 -0.872 -0.997  N30 1.045
24 H 1.008 0.951 1.188  C7 1.108
25 H 3.842 0.372 1.315  C9 1.038
26 H 2.803 -0.887 1.694  C9 1.038
27 H 5.308 -1.106 0.569  O34 0.957
28 H 2.436 3.082 -1.296  O35 0.980
29 N -0.497 0.470 2.181  C1 1.451, H11 1.033, H12 0.942
30 N 0.834 -0.305 -0.384  C2 1.478, C7 1.472, H23 1.045
31 O -0.244 -2.373 0.220  C2 1.198
32 O 2.880 0.788 -1.604  C8 1.170
33 O 2.900 -1.810 -0.781  C10 1.175
34 O 4.837 -1.278 -0.247  C10 1.328, H27 0.957
35 O 2.116 2.647 -0.478  C8 1.346, H28 0.980

---

(x)
The following is a DFT calculation (the ωB97M-V functional and the def2-TZVPD basis) of one molecule with the formula C10H18N2O5.

**Total charge**: 0
**Spin multiplicity**: 1
**Structure (SMILES)**: CC(C)C[C@H](N)C(=O)N[C@@H](CC(=O)O)C(=O)O

Bonds (Å) are listed after each position.
CARTESIAN COORDINATES (ANGSTROEM)
1 C 1.458 -1.241 -0.303  C2 1.581, C3 1.572, H13 1.080, N29 1.383
2 C 1.133 -1.048 1.232  C1 1.581, N30 1.383, O31 1.251
3 C 1.530 0.152 -1.027  C1 1.572, C4 1.580, H14 1.081, H15 1.119
4 C 2.851 1.017 -0.990  C3 1.580, C5 1.542, C6 1.620, H16 1.087
5 C 2.975 1.708 0.383  C4 1.542, H17 1.088, H18 1.044, H19 1.131
6 C 4.127 0.054 -1.254  C4 1.620, H20 1.137, H21 1.176, H22 1.069
7 C -1.024 0.053 0.510  C8 1.628, C9 1.536, H24 1.126, N30 1.473
8 C -1.229 1.660 0.352  C7 1.628, O32 1.175, O35 1.294
9 C -2.449 -0.401 0.860  C7 1.536, C10 1.415, H25 1.163, H26 1.067
10 C -3.141 -0.523 -0.367  C9 1.415, O33 1.208, O34 1.327
11 H 0.977 -3.103 -0.458  N29 0.984
12 H -0.194 -2.199 -1.184  N29 0.975
13 H 2.420 -1.731 -0.303  C1 1.080
14 H 0.788 0.608 -0.384  C3 1.081
15 H 1.408 -0.235 -2.069  C3 1.119
16 H 2.815 1.848 -1.689  C4 1.087
17 H 3.921 2.128 0.722  C5 1.088
18 H 2.243 2.442 0.502  C5 1.044
19 H 2.581 0.869 1.032  C5 1.131
20 H 3.819 -0.724 -2.024  C6 1.137
21 H 4.336 -0.438 -0.206  C6 1.176
22 H 5.040 0.503 -1.580  C6 1.069
23 H -0.337 -0.468 2.435  N30 0.984
24 H -0.625 -0.314 -0.478  C7 1.126
25 H -2.995 0.307 1.604  C9 1.163
26 H -2.497 -1.338 1.368  C9 1.067
27 H -2.873 -1.340 -1.899  O34 0.944
28 H -2.976 1.667 -0.503  O35 0.943
29 N 0.738 -2.259 -0.902  C1 1.383, H11 0.984, H12 0.975
30 N -0.017 -0.333 1.514  C2 1.383, C7 1.473, H23 0.984
31 O 1.749 -1.701 2.103  C2 1.251
32 O -0.368 2.412 0.626  C8 1.175
33 O -4.097 0.056 -0.827  C10 1.208
34 O -2.620 -1.557 -1.016  C10 1.327, H27 0.944
35 O -2.200 2.175 -0.331  C8 1.294, H28 0.943

---

Which is most stable? The ranking, best first, is (x), (w).

---

(w)
The following is a DFT calculation (the ωB97M-V functional and the def2-TZVPD basis) of an isolated ion of composition CH5N2O and charge +1.

**Total charge**: +1
**Spin multiplicity**: 1
**Structure (SMILES)**: C[N+](N)=O

Bonds (Å) are listed after each position.
CARTESIAN COORDINATES (ANGSTROEM)
1 C -0.646 -0.882 0.169  N3 1.422, H5 1.180, H6 1.078, H7 1.055
2 N 0.372 1.132 -0.440  N3 1.266, H8 0.997, H9 1.076
3 N 0.439 0.037 0.191  C1 1.422, N2 1.266, O4 1.278
4 O 1.484 -0.241 0.873  N3 1.278
5 H -1.644 -0.259 0.077  C1 1.180
6 H -0.584 -1.454 1.081  C1 1.078
7 H -0.305 -1.462 -0.643  C1 1.055
8 H -0.425 1.470 -0.935  N2 0.997
9 H 1.308 1.658 -0.373  N2 1.076

---

(x)
The following is a DFT calculation (the ωB97M-V functional and the def2-TZVPD basis) of an isolated ion of composition CH5N2O and charge +1.

**Total charge**: +1
**Spin multiplicity**: 1
**Structure (SMILES)**: C[N+](N)=O

Bonds (Å) are listed after each position.
CARTESIAN COORDINATES (ANGSTROEM)
1 C -0.644 -0.839 0.034  N3 1.447, H5 1.034, H6 1.141, H7 0.979
2 N 0.430 1.219 -0.290  N3 1.276, H8 1.037, H9 1.029
3 N 0.552 -0.028 -0.052  C1 1.447, N2 1.276, O4 1.217
4 O 1.641 -0.487 0.239  N3 1.217
5 H -1.147 -0.538 0.886  C1 1.034
6 H -0.336 -1.921 0.223  C1 1.141
7 H -1.221 -0.818 -0.757  C1 0.979
8 H -0.517 1.642 -0.304  N2 1.037
9 H 1.241 1.770 0.020  N2 1.029

---

Which is most stable? The ranking, best first, is (x), (w).